(1)
{"formula": "C2H3N2O2", "method": "ωB97M-V with the def2-TZVPD basis set", "orbital_gap_ev": 7.80, "energy_ev": -9192.9579, "charge": -1, "e_homo_ev": -3.96, "relative_energy_kj_mol": 457.9, "symbols": ["C", "C", "N", "N", "O", "O", "H", "H", "H"], "positions_angstrom": [[-2.01509, -0.93688, -0.35763], [-0.92066, -0.75572, 0.11350], [2.24475, 0.70630, 0.67235], [3.07368, -0.03422, 0.05957], [2.89704, -1.27390, 0.16697], [4.05396, 0.44876, -0.46947], [2.39056, 1.80349, 0.58119], [-3.02597, -0.53705, -0.74868], [0.05143, -0.93334, 0.42873]], "atomic_forces_ev_per_a": [[-2.71, 2.21, -0.85], [-1.00, -1.04, -0.59], [-2.72, 3.03, 1.21], [-0.71, 0.24, 1.90], [0.05, -0.57, -0.61], [2.59, 0.49, -2.07], [0.62, -3.26, -0.42], [2.25, -1.41, 0.84], [1.62, 0.30, 0.59]], "nbo_charge": [-0.346, -0.164, -0.683, 0.574, -0.597, -0.579, 0.297, 0.232, 0.267]}

***

(2)
{"formula": "C4H12N2O2", "method": "ωB97M-V with the def2-TZVPD basis set", "orbital_gap_ev": [7.20, 7.19], "energy_ev": -11413.9569, "e_homo_ev": [-6.98, -6.98], "relative_energy_kj_mol": 507.5, "symbols": ["C", "C", "N", "N", "O", "H", "H", "H", "H", "H", "H", "H", "H", "C", "C", "O", "H", "H", "H", "H"], "positions_angstrom": [[0.16225, -0.82170, 0.68622], [0.48441, -0.52235, -1.91001], [1.12072, -1.87302, 0.54739], [-0.76125, -0.25478, -2.19703], [-1.16277, -1.22724, 0.45750], [-1.67678, -0.40938, 0.31763], [0.29123, -0.43681, 1.69486], [1.15892, -2.45140, 1.38258], [0.93194, -2.48208, -0.23702], [-1.40108, -1.03874, -2.22067], [-1.11690, 0.63295, -1.70412], [1.19713, 0.28129, -1.83647], [0.85997, -1.53070, -2.00075], [0.04671, 1.84074, 1.63038], [-0.02823, 1.34751, 0.20336], [-1.16357, 1.42700, -0.38960], [0.88734, 1.55624, -0.36525], [1.00197, 1.59578, 2.09771], [-0.77223, 1.43682, 2.22831], [-0.05979, 2.92986, 1.61498]], "atomic_forces_ev_per_a": [[-0.08, 0.64, -0.29], [-0.52, 0.15, 0.12], [0.04, -0.12, -0.03], [0.41, -0.16, 0.26], [0.07, -0.02, 0.04], [0.09, 0.01, -0.02], [-0.04, -0.05, 0.04], [-0.04, 0.04, -0.08], [-0.02, 0.00, 0.05], [0.07, 0.01, -0.04], [0.05, 0.08, 0.06], [-0.02, 0.04, 0.03], [-0.03, -0.02, 0.01], [0.00, -0.02, -0.04], [-0.12, -0.44, -0.03], [0.16, -0.06, 0.00], [-0.03, 0.00, 0.00], [-0.04, -0.01, -0.04], [0.02, -0.01, -0.04], [0.01, -0.05, -0.02]], "nbo_charge": [0.129, 0.026, -0.862, -0.692, -0.771, 0.490, 0.147, 0.357, 0.344, 0.398, 0.457, 0.201, 0.187, -0.688, 0.274, -0.773, 0.118, 0.213, 0.218, 0.226]}

***

(3)
{"formula": "C4H6ClNS", "method": "ωB97M-V with the def2-TZVPD basis set", "orbital_gap_ev": 9.25, "energy_ev": -29092.2063, "smiles": "S=C1NC[C@H]1CCl", "e_homo_ev": -8.58, "relative_energy_kj_mol": 51.8, "symbols": ["S", "C", "N", "C", "C", "C", "Cl", "H", "H", "H", "H", "H", "H"], "positions_angstrom": [[2.12307, -0.98429, -0.01449], [0.98058, 0.13712, -0.04529], [0.74226, 1.25718, -0.81115], [-0.16527, 1.87561, 0.09788], [-0.08293, 0.57059, 0.93290], [-1.23945, -0.33502, 1.01331], [-1.97019, -0.73032, -0.55940], [1.16414, 1.51540, -1.69175], [0.20998, 2.84204, 0.44709], [-1.24144, 2.07585, -0.23922], [0.33774, 0.71477, 1.90342], [-2.07888, 0.03577, 1.56947], [-1.02078, -1.30986, 1.43782]], "atomic_forces_ev_per_a": [[0.30, -0.74, -0.30], [0.19, 1.70, -0.61], [0.79, -1.81, -0.50], [-2.75, 0.87, -0.33], [0.78, 0.79, 0.15], [-1.33, -0.95, 0.05], [-0.06, 0.02, -0.67], [-0.05, 0.18, 0.18], [0.07, -0.38, 0.67], [1.41, -0.35, -0.10], [0.24, 0.02, 0.83], [-0.15, 0.57, 0.49], [0.56, 0.09, 0.13]], "nbo_charge": [-0.073, 0.106, -0.580, -0.200, -0.335, -0.357, -0.070, 0.412, 0.201, 0.192, 0.244, 0.222, 0.238]}

***

Q: Which formula does entry 1 have?
A: C2H3N2O2